1.
Formula: C28H22ClN2PPt
Source: OMol25
Level of theory: the ωB97M-V functional and the def2-TZVPD basis

Each line ends with the Mulliken charge.
CARTESIAN COORDINATES (ANGSTROEM)
Pt: -0.329 -0.310 -1.126  0.78
Cl: 1.689 -1.742 -1.679  -0.16
C: 2.663 -1.754 -0.253  0.91
C: 3.910 -2.370 -0.327  -0.63
C: 4.697 -2.454 0.814  -0.57
C: 4.238 -1.946 2.025  -0.87
C: 3.000 -1.311 2.091  -0.32
C: 2.197 -1.198 0.953  -0.37
P: 0.576 -0.355 1.079  0.64
C: 0.819 1.388 1.563  1.09
C: -0.340 2.182 1.562  -0.49
C: -0.284 3.529 1.887  -0.83
C: 0.954 4.108 2.144  -0.48
C: 2.095 3.319 2.195  -0.68
C: 2.054 1.969 1.852  -0.52
C: -0.250 -1.231 2.448  1.00
C: -0.207 -2.635 2.421  -0.38
C: -0.706 -3.358 3.491  -0.80
C: -1.338 -2.717 4.548  -0.36
C: -1.393 -1.324 4.572  -0.73
C: -0.906 -0.589 3.502  -0.26
H: 4.262 -2.780 -1.263  0.51
H: 5.673 -2.917 0.749  0.47
H: 4.839 -2.050 2.919  0.48
H: 2.656 -0.925 3.042  0.55
H: -1.294 1.753 1.269  0.53
H: -1.182 4.129 1.887  0.48
H: 1.021 5.181 2.287  0.49
H: 3.031 3.746 2.544  0.46
H: 2.961 1.383 1.854  0.51
H: 0.223 -3.149 1.572  0.44
H: -0.581 -4.436 3.520  0.44
H: -1.772 -3.288 5.358  0.48
H: -1.810 -0.820 5.436  0.46
H: -1.040 0.488 3.497  0.44
C: -4.125 -2.024 -2.719  -0.75
C: -4.584 -0.997 -3.527  -0.40
C: -3.775 0.097 -3.782  -0.68
C: -2.509 0.160 -3.191  0.84
N: -2.129 -0.801 -2.333  -0.25
C: -2.878 -1.870 -2.120  0.06
C: -1.513 1.197 -3.506  0.89
C: -1.628 2.081 -4.583  -0.75
C: -0.580 2.942 -4.864  -0.49
C: 0.558 2.928 -4.073  -0.81
C: 0.597 2.040 -3.003  0.11
N: -0.410 1.222 -2.744  -0.08
H: -4.705 -2.921 -2.551  0.45
H: -5.568 -1.057 -3.981  0.50
H: -4.117 0.890 -4.432  0.39
H: -2.481 -2.649 -1.474  0.47
H: -2.497 2.074 -5.223  0.34
H: -0.647 3.613 -5.715  0.49
H: 1.404 3.575 -4.259  0.46
H: 1.463 1.987 -2.351  0.47

## Properties
Calculated total energy = -2108.876693 Ha
Charge = +4
ΔE to the lowest compared entry with this formula, charge and spin = 2.026 eV
LUMO energy (spin up / spin down) = -16.29 / -16.31 eV
Multiplicity = 1
HOMO-LUMO gap (spin up / spin down) = 4.48 / 4.46 eV
HOMO energy (spin up / spin down) = -20.8 / -20.8 eV

***

2.
Formula: C22H27N4ORuS2SbSe4
Source: OMol25
Level of theory: the ωB97M-V functional and the def2-TZVPD basis

Each line ends with the Mulliken spin population.
CARTESIAN COORDINATES (ANGSTROEM)
Ru: 0.023 -0.073 -0.489  1.03
C: 2.202 3.137 1.552  0.00
C: 1.935 1.900 0.747  -0.01
N: 0.714 1.477 0.572  -0.05
N: -0.286 2.299 1.140  0.06
C: -1.338 2.348 0.424  -0.04
S: -1.494 1.438 -1.094  0.31
S: -2.785 3.227 0.778  0.03
C: -2.394 4.058 2.356  -0.01
C: -2.835 3.252 3.546  0.01
C: -2.055 2.202 4.028  0.04
C: -2.474 1.472 5.132  0.00
C: -3.675 1.781 5.762  -0.01
C: -4.456 2.824 5.283  0.02
C: -4.037 3.554 4.181  0.00
C: 3.067 1.237 0.106  0.02
C: 4.381 1.644 0.421  -0.02
C: 5.481 1.126 -0.219  0.02
C: 5.309 0.173 -1.224  -0.01
C: 4.045 -0.252 -1.560  0.02
C: 2.916 0.271 -0.908  0.01
O: 1.747 -0.219 -1.320  0.06
H: 1.329 3.459 2.103  0.00
H: 2.511 3.937 0.875  0.00
H: 3.015 2.962 2.252  0.00
H: -2.937 5.000 2.298  0.00
H: -1.328 4.277 2.357  0.00
H: -1.114 1.970 3.546  0.00
H: -1.854 0.671 5.514  0.00
H: -3.997 1.217 6.628  0.00
H: -5.385 3.078 5.774  0.00
H: -4.644 4.374 3.820  0.00
H: 4.545 2.388 1.184  0.00
H: 6.471 1.469 0.045  0.00
H: 6.167 -0.225 -1.748  0.00
H: 3.888 -0.967 -2.356  0.00
Se: -4.205 0.029 3.114  0.88
Sb: -4.591 -0.659 0.766  -0.05
Se: -5.474 1.117 -0.707  0.99
Se: -5.460 -2.786 0.506  0.10
Se: -2.131 -0.992 -0.132  0.57
C: 2.736 -3.888 0.948  0.00
C: 2.054 -2.505 0.878  0.00
N: 0.842 -2.565 0.049  -0.03
C: 1.197 -3.102 -1.277  0.01
C: 1.648 -4.571 -1.163  0.00
N: 1.819 -4.880 0.296  0.00
C: 0.484 -4.841 0.975  0.01
C: -0.140 -3.463 0.677  0.05
H: 2.892 -4.226 1.971  0.00
H: 3.686 -3.925 0.418  0.00
H: 2.740 -1.782 0.442  0.00
H: 1.778 -2.158 1.874  0.00
H: 1.985 -2.478 -1.691  0.00
H: 0.330 -3.027 -1.935  0.00
H: 2.601 -4.760 -1.654  0.00
H: 0.910 -5.274 -1.547  0.00
H: 2.220 -5.813 0.390  0.00
H: 0.661 -5.011 2.036  0.00
H: -0.113 -5.662 0.583  0.00
H: -0.502 -3.009 1.599  0.00
H: -0.990 -3.570 0.006  -0.03

## Properties
Calculated total energy = -11885.404708 Ha
Charge = +2
ΔE to the lowest compared entry with this formula, charge and spin = 1.398 eV
LUMO energy (spin up / spin down) = -6.49 / -7.56 eV
Multiplicity = 5
HOMO-LUMO gap (spin up / spin down) = 6.79 / 5.55 eV
⟨S²⟩ = 6.04
HOMO energy (spin up / spin down) = -13.3 / -13.1 eV

***

3.
Formula: C3H3ClS2
Source: OMol25
Level of theory: the ωB97M-V functional and the def2-TZVPD basis

Each line ends with the Mulliken charge.
CARTESIAN COORDINATES (ANGSTROEM)
Cl: 2.698 -1.209 0.106  -0.15
C: 1.218 -0.445 0.285  0.34
C: 0.372 -0.023 -0.662  -0.48
C: -0.967 0.491 -0.288  -0.49
S: -1.385 -0.110 1.394  -0.10
S: 0.531 -0.168 2.135  -0.12
H: 0.507 -0.232 -1.652  0.37
H: -1.352 1.541 -0.290  0.31
H: -1.622 0.155 -1.027  0.32

## Properties
Calculated total energy = -1372.622946 Ha
Charge = 0
ΔE to the lowest compared entry with this formula, charge and spin = 0.754 eV
LUMO energy = 0.49 eV
Multiplicity = 1
HOMO-LUMO gap = 8.59 eV
HOMO energy = -8.1 eV
SMILES string = ClC1=CCSS1

***

4.
Formula: C8H7FO2
Source: OMol25
Level of theory: the ωB97M-V functional and the def2-TZVPD basis

Each line ends with the Mulliken charge.
CARTESIAN COORDINATES (ANGSTROEM)
O: 2.571 2.275 -0.613  -0.48
C: 1.567 2.147 0.049  -0.24
C: 0.989 0.880 0.228  0.04
C: 1.207 -0.165 -0.577  -0.29
C: 0.846 -1.493 -0.295  -0.54
C: -0.246 -1.904 0.520  -0.21
C: -1.356 -1.152 1.050  -0.62
C: -1.651 -0.010 0.418  0.42
F: -2.411 0.954 1.020  -0.30
C: -1.409 0.335 -1.004  -0.09
O: -1.717 1.393 -1.453  -0.46
H: 1.112 3.054 0.564  0.31
H: 0.497 0.844 1.235  0.33
H: 1.856 -0.021 -1.435  0.36
H: 1.369 -2.299 -0.725  0.40
H: -0.293 -2.904 0.859  0.40
H: -1.923 -1.459 1.834  0.56
H: -1.006 -0.476 -1.675  0.41

## Properties
Calculated total energy = -559.250059 Ha
Charge = 0
ΔE to the lowest compared entry with this formula, charge and spin = 3.733 eV
LUMO energy (spin up / spin down) = -1.43 / -1.44 eV
Multiplicity = 1
HOMO-LUMO gap (spin up / spin down) = 7.18 / 7.18 eV
HOMO energy (spin up / spin down) = -8.6 / -8.6 eV
SMILES string = O=C/C=C/C=C\C=C(\F)C=O

***

5.
Formula: C3H9N2
Source: OMol25
Level of theory: the ωB97M-V functional and the def2-TZVPD basis

Each line ends with the Mulliken spin population.
CARTESIAN COORDINATES (ANGSTROEM)
C: 2.612 -0.118 -0.163  0.80
C: 1.572 -0.780 0.329  0.43
C: 0.186 -0.402 0.164  0.31
N: -2.636 0.293 -0.012  0.00
N: -0.019 0.780 -0.166  0.37
H: 3.596 -0.602 0.021  0.02
H: 2.864 0.826 -0.689  0.03
H: 1.800 -1.797 0.555  0.03
H: -0.583 -1.155 0.085  0.04
H: -2.532 -0.268 0.836  0.00
H: -3.160 -0.349 -0.581  0.00
H: -3.332 0.975 0.143  0.00
H: 0.645 1.550 -0.113  -0.02
H: -1.014 1.047 -0.408  -0.02

## Properties
Calculated total energy = -228.798132 Ha
Charge = +1
ΔE to the lowest compared entry with this formula, charge and spin = 0.000 eV
LUMO energy (spin up / spin down) = -2.83 / -8.21 eV
Multiplicity = 3
HOMO-LUMO gap (spin up / spin down) = 8.99 / 7.13 eV
⟨S²⟩ = 2.01
HOMO energy (spin up / spin down) = -11.8 / -15.3 eV

***

6.
Formula: C4H13N2OS
Source: OMol25
Level of theory: the ωB97M-V functional and the def2-TZVPD basis

Each line ends with the Mulliken charge.
CARTESIAN COORDINATES (ANGSTROEM)
N: -0.768 -1.692 -0.984  -0.67
C: -0.122 -0.693 -0.214  0.29
C: -0.681 0.728 -0.291  -1.01
S: -2.600 0.748 -0.169  -0.73
C: 1.450 -0.550 -0.698  -0.75
N: 2.287 -0.605 0.538  -0.42
C: 2.355 -1.952 1.025  -0.79
H: -1.687 -1.945 -0.636  0.32
H: -0.965 -1.402 -1.948  0.24
H: -0.075 -0.814 0.901  0.15
H: -0.598 1.368 0.582  0.27
H: -0.518 1.225 -1.223  0.33
H: 1.610 0.558 -0.915  0.29
H: 1.769 -1.281 -1.429  0.39
H: 2.096 0.170 1.144  0.29
H: 2.830 -1.820 2.024  0.32
H: 2.972 -2.667 0.440  0.21
H: 1.389 -2.472 1.160  0.30
H: -3.955 4.542 -0.475  0.31
H: -3.347 3.872 0.847  0.32
O: -3.442 4.683 0.322  -0.65

## Properties
Calculated total energy = -743.117575 Ha
Charge = -1
ΔE to the lowest compared entry with this formula, charge and spin = 1.674 eV
LUMO energy = 3.71 eV
Multiplicity = 1
HOMO-LUMO gap = 6.33 eV
HOMO energy = -2.6 eV

***

7.
Formula: C6H8AuLiO6
Source: OMol25
Level of theory: the ωB97M-V functional and the def2-TZVPD basis

Each line ends with the Mulliken spin population.
CARTESIAN COORDINATES (ANGSTROEM)
O: -2.036 -1.025 -0.627  0.01
C: -1.174 -0.065 -1.084  0.79
C: -2.695 -0.592 0.578  0.04
O: -0.135 -0.004 -0.084  0.15
O: -2.109 1.252 -0.723  0.04
C: -2.901 0.919 0.395  0.01
H: -2.057 -0.793 1.449  0.01
H: -3.641 -1.142 0.646  0.00
H: -2.613 1.450 1.318  0.01
H: -3.954 1.152 0.171  0.00
O: 1.762 -0.513 -1.297  0.00
C: 1.099 0.446 -0.530  0.12
C: 2.292 -1.469 -0.398  0.00
O: 1.070 1.637 -1.111  0.13
O: 1.930 0.563 0.657  0.04
C: 2.724 -0.615 0.803  0.01
H: 3.128 -1.982 -0.885  0.00
H: 1.522 -2.203 -0.117  0.00
H: 3.783 -0.334 0.758  0.00
H: 2.505 -1.095 1.764  0.00
Li: -0.680 2.015 -1.737  0.00
Au: 2.180 2.399 0.055  1.65

## Properties
Calculated total energy = -827.569853 Ha
Charge = +1
ΔE to the lowest compared entry with this formula, charge and spin = 1.051 eV
LUMO energy (spin up / spin down) = -3.19 / -6.88 eV
Multiplicity = 4
HOMO-LUMO gap (spin up / spin down) = 7.46 / 7.60 eV
⟨S²⟩ = 3.76
HOMO energy (spin up / spin down) = -10.7 / -14.5 eV

***

8.
Formula: C3H3I
Source: OMol25
Level of theory: the ωB97M-V functional and the def2-TZVPD basis

Each line ends with the Mulliken charge.
CARTESIAN COORDINATES (ANGSTROEM)
I: 0.806 2.978 0.160  -0.18
C: 0.769 0.643 -0.023  -0.52
C: -0.449 0.128 -0.622  -0.20
C: -0.302 0.054 0.697  -0.15
H: 1.788 0.458 -0.040  0.45
H: -1.030 0.209 -1.545  0.31
H: -0.696 0.031 1.737  0.29

## Properties
Calculated total energy = -413.693484 Ha
Charge = 0
ΔE to the lowest compared entry with this formula, charge and spin = 0.636 eV
LUMO energy = 0.59 eV
Multiplicity = 1
HOMO-LUMO gap = 9.54 eV
HOMO energy = -8.9 eV
SMILES string = IC1C=C1

***

9.
Formula: C11H26O10PS3
Source: OMol25
Level of theory: the ωB97M-V functional and the def2-TZVPD basis

Each line ends with the Mulliken charge.
CARTESIAN COORDINATES (ANGSTROEM)
O: -0.753 2.860 2.566  -0.56
C: 0.262 2.856 1.822  0.49
O: 1.013 1.613 1.777  -0.46
C: 0.688 4.150 0.946  -0.26
C: -0.527 5.162 0.655  -0.52
C: -0.984 5.215 -0.898  -1.00
P: -1.595 3.462 -1.466  0.22
C: -2.046 1.666 -2.013  -1.17
C: -0.870 0.591 -1.737  0.36
C: 0.352 0.641 -2.788  -0.34
S: 1.974 1.243 -2.045  -0.26
H: 0.323 0.951 1.510  0.26
H: 1.179 3.773 -0.017  0.03
H: 1.489 4.694 1.590  0.40
H: -1.487 4.926 1.261  0.27
H: -0.148 6.230 0.917  0.32
H: -1.755 6.041 -1.128  0.39
H: -0.040 5.469 -1.513  0.28
H: -3.000 3.848 -1.343  0.07
H: -1.670 3.003 -0.087  -0.26
H: -0.197 3.095 -1.599  -0.42
H: -1.679 3.930 -2.861  0.01
H: -2.439 1.613 -3.102  0.36
H: -2.925 1.352 -1.316  0.33
H: -0.479 0.620 -0.642  -0.23
H: -1.357 -0.456 -1.847  0.11
H: 0.128 1.205 -3.758  0.36
H: 0.563 -0.460 -3.093  0.14
H: 1.799 1.592 -0.714  0.07
C: 2.861 -2.574 -0.726  -0.27
C: 2.788 -4.082 -0.543  -0.40
O: 1.409 -4.408 -0.693  -0.21
S: 0.736 -3.375 -1.754  1.13
O: 0.704 -4.006 -3.041  -0.61
O: -0.420 -2.795 -1.147  -0.48
O: 1.926 -2.273 -1.760  -0.20
H: 2.548 -2.050 0.181  0.22
H: 3.861 -2.240 -1.010  0.35
H: 3.154 -4.402 0.434  0.30
H: 3.346 -4.602 -1.328  0.30
C: -0.893 -3.065 3.576  -0.27
C: -1.866 -4.190 3.253  -0.39
O: -1.355 -4.795 2.066  -0.33
S: 0.266 -4.688 2.070  0.78
O: 0.796 -5.928 2.555  -0.66
O: 0.689 -4.094 0.823  -0.09
O: 0.400 -3.580 3.256  -0.35
H: -1.077 -2.191 2.946  0.25
H: -0.937 -2.771 4.626  0.32
H: -2.882 -3.827 3.094  0.33
H: -1.870 -4.947 4.044  0.29

## Properties
Calculated total energy = -2722.711740 Ha
Charge = -1
LUMO energy = 2.00 eV
Multiplicity = 1
HOMO-LUMO gap = 5.39 eV
HOMO energy = -3.4 eV

***

10.
Formula: C5H11NO3
Source: OMol25
Level of theory: the ωB97M-V functional and the def2-TZVPD basis

Each line ends with the Mulliken charge.
CARTESIAN COORDINATES (ANGSTROEM)
C: -2.368 -0.325 0.892  -0.64
C: -0.793 0.690 -0.882  0.17
O: -1.744 -0.541 -0.355  -0.43
O: -1.062 1.810 -0.511  -0.52
H: -0.718 0.390 -1.940  0.37
H: -3.372 -0.755 0.861  0.26
H: -2.437 0.747 1.108  0.28
H: -1.789 -0.809 1.687  0.22
C: 1.892 0.247 -1.109  -1.42
C: 1.020 0.774 1.221  -1.41
C: 0.788 0.043 -0.086  1.11
O: 0.520 -2.051 -0.902  -0.33
N: 0.306 -1.224 0.149  -0.20
H: 0.027 -2.854 -0.674  0.37
H: 2.851 -0.098 -0.720  0.39
H: 1.687 -0.271 -2.043  0.40
H: 0.266 0.511 1.960  0.31
H: 0.945 1.846 1.038  0.34
H: 2.011 0.554 1.622  0.40
H: 1.967 1.315 -1.315  0.35

## Properties
Calculated total energy = -477.415721 Ha
Charge = 0
ΔE to the lowest compared entry with this formula, charge and spin = 5.708 eV
LUMO energy (spin up / spin down) = -0.95 / -0.95 eV
Multiplicity = 1
HOMO-LUMO gap (spin up / spin down) = 7.81 / 7.82 eV
HOMO energy (spin up / spin down) = -8.8 / -8.8 eV

***

11.
Formula: C4H11N3O2
Source: OMol25
Level of theory: the ωB97M-V functional and the def2-TZVPD basis

Each line ends with the Mulliken charge.
CARTESIAN COORDINATES (ANGSTROEM)
H: 0.657 -2.433 0.978  0.18
N: 0.318 -1.654 0.423  -0.51
C: 0.852 -1.565 -0.720  0.40
N: 1.728 -2.429 -1.347  -0.47
N: 0.323 -0.634 -1.618  -0.23
C: 1.142 0.127 -2.524  -1.08
H: 2.132 -2.118 -2.201  0.21
H: 2.395 -2.907 -0.765  0.24
H: -0.482 -0.131 -1.297  0.26
H: 1.402 -0.442 -3.437  0.35
H: 2.190 0.314 -2.232  0.34
H: 0.698 1.074 -2.798  0.34
C: -2.283 1.702 2.933  -1.01
C: -1.069 1.382 2.109  0.70
O: -0.052 0.821 2.367  -0.49
O: -1.325 1.864 0.849  -0.47
H: -2.277 2.788 3.037  0.30
H: -2.444 1.073 3.796  0.31
H: -3.165 1.598 2.299  0.31
H: -0.739 1.571 0.149  0.31

## Properties
Calculated total energy = -473.756736 Ha
Charge = 0
ΔE to the lowest compared entry with this formula, charge and spin = 1.253 eV
LUMO energy = 0.68 eV
Multiplicity = 1
HOMO-LUMO gap = 9.42 eV
HOMO energy = -8.7 eV
SMILES string = [H]/N=C(\N)NC.CC(=O)O

***

12.
Formula: C3H19NO5S
Source: OMol25
Level of theory: the ωB97M-V functional and the def2-TZVPD basis

Each line ends with the Mulliken charge.
CARTESIAN COORDINATES (ANGSTROEM)
N: 0.572 -1.031 -0.188  -0.52
C: -0.794 -1.553 -0.005  -0.72
C: -1.142 -1.034 1.415  -0.45
C: -2.535 -1.316 1.829  -0.58
S: -3.134 -0.094 3.144  -0.26
H: 0.513 -0.117 -0.636  0.28
H: 1.022 -1.706 -0.803  0.25
H: -1.542 -1.100 -0.665  0.01
H: -0.848 -2.649 -0.064  0.65
H: -0.398 -1.291 2.192  0.62
H: -0.802 0.016 1.420  -0.15
H: -2.643 -2.374 2.091  0.41
H: -3.281 -1.083 1.057  0.31
H: -2.226 0.899 2.997  0.11
O: -0.132 1.574 -1.321  -0.65
H: -0.463 1.124 -2.101  0.28
H: 0.238 2.448 -1.503  0.30
O: 1.277 1.123 2.725  -0.63
H: 0.667 0.633 3.296  0.32
H: 0.830 1.273 1.893  0.33
O: -1.764 -1.217 -3.027  -0.60
H: -2.388 -1.777 -3.483  0.31
H: -1.671 -1.615 -2.152  0.40
O: 2.008 3.173 -1.859  -0.64
H: 2.232 3.432 -2.779  0.32
H: 2.847 2.788 -1.590  0.30
O: 4.614 0.499 -1.035  -0.62
H: 4.261 1.183 -0.458  0.31
H: 4.681 -0.210 -0.389  0.32

## Properties
Calculated total energy = -954.788351 Ha
Charge = 0
ΔE to the lowest compared entry with this formula, charge and spin = 0.000 eV
LUMO energy = 0.36 eV
Multiplicity = 1
HOMO-LUMO gap = 9.33 eV
HOMO energy = -9.0 eV
SMILES string = NCCCS.O.O.O.O.O